A 2-piece molecular cluster, C2H10NO overall. Source: the OMol25 dataset; level of theory: ωB97M-V/def2-TZVPD.

```
! RIJCOSX wB97M-V def2-TZVPD def2/J DEFGRID3
* xyz 1 1
N -1.66874 1.46987 -0.86346
H -1.90897 2.06065 -0.06193
H -0.61555 1.17685 -0.79566
H -2.27798 0.65443 -0.90007
H -1.79222 2.04400 -1.68655
C 0.43978 -0.92200 0.07927
O 0.66705 0.39104 -0.51969
C 1.26331 -1.12267 1.31568
H -0.64041 -0.99226 0.26167
H 0.61785 -1.64120 -0.72729
H 1.49270 0.34743 -1.01589
H 0.90303 -0.52813 2.15128
H 1.23650 -2.15927 1.61782
H 2.28363 -0.77874 1.14483
*
```

For the gap between HOMO and LUMO, the calculation gives 11.806 eV. The HOMO energy comes out at -0.57115 hartree. The calculation puts the relative energy (zero: lowest compared OMol25 entry of this formula, charge and spin) at 9.9 kcal/mol. The value obtained for the lowest unoccupied orbital energy is -3.74 eV.

=====

C31H45BBrCl5IN4O9S as an isolated structure in a non-equilibrium geometry. Source: the OMol25 dataset; level of theory: ωB97M-V/def2-TZVPD.

```
! RIJCOSX wB97M-V def2-TZVPD def2/J DEFGRID3
* xyz -1 1
C 2.32718 -2.10819 4.17392
C 1.89892 -0.89626 3.58473
N 2.17238 -0.38328 2.16054
C 3.62426 -0.12865 2.30706
B 3.97464 0.67991 3.63586
O 3.51682 1.93965 3.99733
O 4.88146 0.08277 4.50852
C 1.32172 0.83830 1.81912
O 1.01081 1.55678 2.97735
C 2.06109 1.92418 1.00314
C 1.30139 3.02893 0.26668
C 2.29961 3.69710 -0.71039
C 1.73213 5.05736 -1.15015
N 1.36012 5.08352 -2.58802
C 2.41222 5.53368 -3.38856
N 2.21897 6.51329 -4.17764
N 3.63078 4.86291 -3.21740
C -0.09747 0.17038 1.36303
Cl -1.01698 0.11979 2.97651
C -1.14695 0.90351 0.51472
C -2.05335 2.09474 0.90094
C -3.45968 1.64519 1.32840
Br -1.49844 3.47725 2.16746
C 0.24861 -1.29375 0.82575
C -0.39638 -2.43556 1.68635
C -1.94081 -2.36368 1.92799
C -2.25426 -2.66183 3.38639
Cl -3.96836 -3.19850 3.52706
C -0.31129 -1.65966 -0.55812
C 0.38517 -2.64941 -1.51985
C -0.24239 -4.05344 -1.55795
C -1.64984 -3.94599 -2.09911
S -2.75635 -5.24687 -1.58648
O -4.04092 -4.76071 -1.89838
O -2.35376 -6.45756 -2.22456
Cl -2.55283 -5.54339 0.43022
C 1.83262 -1.25971 1.00066
I 2.42219 -3.46707 1.37092
C 2.83391 -1.10187 -0.19181
Cl 4.45752 -1.86359 -0.12513
C 2.74126 -0.44966 -1.35607
C 3.77169 -0.41184 -2.43643
Cl 1.35910 0.50677 -1.75975
H 1.79389 -3.04788 4.15853
H 3.26901 -2.11325 4.72185
H 1.35864 -0.25209 4.25501
H 4.09707 0.32726 1.42414
H 4.08434 -1.10346 2.39337
H 4.20725 2.58407 3.80296
H 5.72944 -0.07893 4.08270
H 1.19818 2.48980 2.86017
H 2.73938 1.47583 0.28173
H 2.76378 2.43030 1.65910
H 1.06272 3.81847 0.96742
H 0.46498 2.72549 -0.34397
H 2.34308 3.09458 -1.61007
H 3.27641 3.79059 -0.24470
H 0.81794 5.25729 -0.60144
H 2.43311 5.86096 -0.92528
H 0.63137 5.76890 -2.73712
H 3.06150 6.71249 -4.70770
H 3.49995 3.86738 -3.34851
H 4.32138 5.20251 -3.86874
H -0.72619 1.11011 -0.46281
H -1.88382 0.13928 0.27593
H -2.24639 2.63207 -0.01838
H -3.83879 0.96869 0.56457
H -3.46258 1.21482 2.32027
H -4.07444 2.53864 1.31226
H 0.05122 -2.50232 2.67169
H -0.32217 -3.35993 1.13934
H -2.40893 -1.44703 1.59410
H -2.45336 -3.15209 1.39137
H -2.17890 -1.79697 4.02399
H -1.63474 -3.48294 3.72573
H -1.31256 -2.06833 -0.45250
H -0.53586 -0.79065 -1.15390
H 0.21068 -2.27857 -2.53101
H 1.45610 -2.79576 -1.45815
H -0.14575 -4.61982 -0.63688
H 0.34738 -4.60681 -2.28677
H -1.68790 -4.02859 -3.17931
H -2.13900 -3.00940 -1.83195
H 3.83008 -1.36412 -2.95491
H 3.50013 0.33960 -3.17058
H 4.73927 -0.13401 -2.04176
C -5.36895 -1.89842 -1.93558
C -6.48695 -1.78261 -2.80063
C -6.63415 -0.40686 -3.47568
O -7.51030 -0.17998 -4.30293
C -5.70089 0.62762 -3.09902
C -4.59622 0.50616 -2.22955
C -4.39291 -0.89232 -1.63914
O -3.41595 -1.16419 -0.92083
O -3.80346 1.40520 -1.92192
O -7.30567 -2.66300 -3.04277
H -5.17890 -2.83233 -1.42569
H -5.89907 1.58899 -3.56087
*
```

For the gap between HOMO and LUMO, the calculation gives 1.491 eV. The HOMO energy comes out at -0.09534 hartree. The value obtained for the lowest unoccupied orbital energy is -1.10 eV.

=====

A 2-piece molecular cluster, C9H15N2 overall in a non-equilibrium geometry. Source: the OMol25 dataset; level of theory: ωB97M-V/def2-TZVPD.

```
! RIJCOSX wB97M-V def2-TZVPD def2/J DEFGRID3
* xyz 1 1
C -1.68220 -0.19895 -1.22858
C -3.00635 -0.48339 -1.07828
C -2.26145 -0.09581 1.01489
C -1.17237 0.08229 0.11483
C 0.98892 1.29733 1.18620
C 0.08523 0.54255 0.25273
C 1.40728 0.77840 -0.23252
C 1.56457 1.98251 -1.19331
C 2.33435 -0.41011 -0.31598
N -3.32624 -0.49480 0.29801
N 0.49973 -2.18261 1.07953
H -1.21566 -0.05267 -2.21938
H -3.87734 -0.38750 -1.70163
H -2.39392 0.02954 2.05810
H 0.93073 2.28223 1.39577
H 1.56730 0.76764 1.95493
H 0.90462 2.77220 -0.81694
H 1.13935 1.93228 -2.21782
H 2.65981 2.33284 -1.35744
H 3.09277 -0.56333 0.48150
H 3.08749 -0.32707 -1.01610
H 1.67836 -1.21636 -0.40741
H -4.15247 -0.99670 0.50229
H 0.35552 -2.89874 0.37394
H -0.48162 -1.97115 1.48394
H 1.27357 -2.52063 1.58871
*
```

For the gap between HOMO and LUMO, the calculation gives 7.916 eV. The HOMO energy comes out at -0.48397 hartree. The calculation puts the relative energy (zero: lowest compared OMol25 entry of this formula, charge and spin) at 84.9 kcal/mol. The value obtained for the lowest unoccupied orbital energy is -5.25 eV.

=====

C22H42NOP3RuS as an isolated structure in a non-equilibrium geometry. Source: the OMol25 dataset; level of theory: ωB97M-V/def2-TZVPD.

```
! RIJCOSX wB97M-V def2-TZVPD def2/J DEFGRID3
* xyz 4 5
Ru 0.53360 -0.42565 0.02379
P -1.75865 -0.55078 0.00276
P 0.60823 -1.43486 2.02130
P 0.33624 -2.06964 -1.63015
H 2.24061 1.65043 -0.83466
C 1.67720 0.90440 -1.41252
C 0.27557 1.10672 -1.63016
H -0.25076 1.96181 -1.20132
C -2.79077 0.77265 0.71710
C -2.46374 -2.02233 0.86185
C -2.54800 -0.65338 -1.65388
C 2.28150 -0.86145 2.47423
C -0.37239 -0.89327 3.48596
C 0.63291 -3.25415 2.15448
C 0.11743 -1.55905 -3.39155
C -0.58137 -3.66233 -1.47151
C 2.06640 -2.61540 -1.76169
H 2.26653 0.36924 -2.16881
H -0.16786 0.75086 -2.56042
H -2.63479 1.70826 0.16232
H -2.54868 0.92999 1.77767
H -3.83897 0.45989 0.61346
H -2.15369 -2.04575 1.91506
H -2.16512 -2.95504 0.36766
H -3.55710 -1.93481 0.82612
H -2.20806 0.18710 -2.27084
H -3.63236 -0.55629 -1.52059
H -2.33907 -1.60341 -2.16320
H 2.80778 -1.73527 2.86908
H 2.18220 -0.07947 3.24860
H 2.83646 -0.44209 1.62650
H -0.22141 -1.61147 4.30715
H -1.44953 -0.83306 3.29387
H -0.02919 0.09574 3.81486
H 0.92901 -3.54600 3.17808
H 1.35981 -3.68243 1.44579
H -0.35674 -3.69321 1.98115
H 0.43464 -2.39613 -4.03118
H 0.76737 -0.69844 -3.60016
H -0.91690 -1.29489 -3.64413
H -0.16549 -4.37589 -2.20033
H -1.66046 -3.56269 -1.67729
H -0.41112 -4.08535 -0.46916
H 2.17181 -3.30123 -2.61151
H 2.36942 -3.11835 -0.83967
H 2.67980 -1.72647 -1.92753
C 5.31504 -2.25931 -0.61975
C 6.42135 -2.44945 0.22598
C 7.68671 -2.54751 -0.35394
C 7.84671 -2.63281 -1.73211
C 6.72881 -2.58192 -2.56722
C 5.44585 -2.41295 -2.00936
O 4.10999 -1.82456 -0.10953
H 3.93909 -2.17293 0.79255
H 6.29080 -2.44183 1.31007
H 8.55942 -2.55233 0.30119
H 8.84289 -2.70045 -2.19346
H 6.83405 -2.66284 -3.63767
H 4.56372 -2.38364 -2.65144
S 0.81516 1.60373 1.46786
C -0.30281 2.91121 1.32917
N -0.31987 3.71445 0.20134
C -1.29652 4.64238 -0.02586
C -2.26315 4.85055 0.92774
C -2.19117 4.16443 2.14702
C -1.19276 3.23350 2.36284
H 0.44271 3.58143 -0.47504
H -1.25643 5.12785 -0.98837
H -3.04942 5.55963 0.73311
H -2.90679 4.38454 2.93561
H -1.07595 2.68349 3.29777
*
```

For the gap between HOMO and LUMO (alpha / beta), the calculation gives 6.177 / 5.589 eV. The expectation value of S² is 6.035. The HOMO energy (alpha / beta) comes out at -0.67294 / -0.75502 hartree. The calculation puts the relative energy (zero: lowest compared OMol25 entry of this formula, charge and spin) at 26.7 kcal/mol. The value obtained for the lowest unoccupied orbital energy (alpha / beta) is -12.13 / -14.96 eV.

=====

One molecule with the formula C23H27N5O2 in a non-equilibrium geometry. Source: the OMol25 dataset; level of theory: ωB97M-V/def2-TZVPD.

```
! RIJCOSX wB97M-V def2-TZVPD def2/J DEFGRID3
* xyz 0 1
C 0.82851 0.93098 -4.69476
C 0.99916 0.69236 -3.19903
C 0.50578 1.85969 -2.34181
C -0.97975 2.19186 -2.49350
C -1.91155 1.03725 -2.11607
N -1.68446 0.59809 -0.76281
C -1.96901 1.30546 0.37171
N -2.56270 2.46566 0.43524
C -2.73068 2.94051 1.69357
C -3.36638 4.18375 1.87435
C -3.54811 4.68641 3.13232
C -3.10438 3.97486 4.26026
C -2.48252 2.76655 4.12100
C -2.27819 2.21479 2.83927
N -1.66088 1.01847 2.74060
C -1.50829 0.56151 1.52458
C -0.91965 -0.62984 0.99842
C -0.25503 -1.75057 1.57533
O -0.04635 -1.98650 2.74656
N 0.21218 -2.67103 0.57839
C 1.00836 -3.77725 1.07437
C 2.52687 -3.47563 1.01535
C 3.01595 -2.57610 2.16857
C 3.88908 -1.53434 1.46816
C 3.25165 -1.48704 0.08313
O 2.87969 -2.82247 -0.19797
C -0.03699 -2.52372 -0.74461
C 0.37609 -3.58023 -1.71430
N -0.65264 -1.49510 -1.25512
C -1.05637 -0.55033 -0.39017
H 1.29284 1.87071 -4.98736
H -0.22219 0.96513 -4.97102
H 1.29830 0.12808 -5.25824
H 0.48174 -0.22348 -2.90997
H 2.06075 0.54466 -2.98437
H 0.71294 1.63216 -1.29251
H 1.07950 2.75409 -2.59755
H -1.19500 2.48336 -3.52156
H -1.21464 3.04064 -1.84797
H -1.75324 0.17211 -2.76085
H -2.94958 1.37239 -2.19713
H -3.70023 4.71349 0.99534
H -4.03742 5.63976 3.26867
H -3.26095 4.39465 5.24310
H -2.13346 2.20024 4.97021
H 0.72511 -3.93517 2.11861
H 0.78295 -4.67445 0.49900
H 3.05030 -4.44109 1.01959
H 3.56700 -3.14939 2.91058
H 2.17052 -2.09997 2.66154
H 3.87570 -0.56806 1.96536
H 4.91919 -1.88403 1.38916
H 3.92911 -1.16414 -0.70851
H 2.36655 -0.83349 0.08349
H 1.45070 -3.73837 -1.67090
H 0.09685 -3.24909 -2.70996
H -0.13275 -4.51875 -1.49781
*
```

For the gap between HOMO and LUMO, the calculation gives 7.907 eV. The HOMO energy comes out at -0.29948 hartree. The calculation puts the relative energy (zero: lowest compared OMol25 entry of this formula, charge and spin) at 17.1 kcal/mol. The value obtained for the lowest unoccupied orbital energy is -0.24 eV. The SMILES is CCCCCn1c2nc3ccccc3nc2c2c(=O)n(C[C@@H]3CCCO3)c(C)nc21.

=====

C22H49N2P3SSeV as an isolated structure in a non-equilibrium geometry. Source: the OMol25 dataset; level of theory: ωB97M-V/def2-TZVPD.

```
! RIJCOSX wB97M-V def2-TZVPD def2/J DEFGRID3
* xyz 3 3
V -0.23660 -0.25290 -1.02358
P -0.08998 1.73020 -2.11871
P 0.78800 0.72263 1.19693
P -2.26803 0.01698 0.05349
H -1.59425 -2.83448 -3.88709
C -1.65331 -1.75646 -3.69566
C -1.24947 -1.19198 -2.52341
H -0.77502 -1.82936 -1.70731
C 1.37731 1.67756 -3.20742
C 0.10598 3.32903 -1.28747
C -1.36864 2.17029 -3.37398
C 1.01654 -0.40039 2.63775
C 2.53089 1.26393 0.93370
C 0.16804 2.22851 2.08352
C -3.68975 -0.85527 -0.73209
C -2.96920 1.71834 0.13726
C -2.42997 -0.64044 1.75577
H -2.10089 -1.17751 -4.51299
H -1.48598 -0.07626 -2.40024
H 1.44968 0.70295 -3.71181
H 2.28077 1.84862 -2.60822
H 1.24042 2.48200 -3.95085
H 0.99351 3.33030 -0.65372
H -0.77387 3.55961 -0.68467
H 0.21892 4.08260 -2.08576
H -1.74525 1.28822 -3.90891
H -0.87620 2.84556 -4.09119
H -2.21644 2.67715 -2.89362
H 1.41955 0.16469 3.48958
H 1.72052 -1.20228 2.37989
H 0.06478 -0.85386 2.94130
H 2.76551 2.10651 1.60377
H 2.68838 1.58341 -0.10818
H 3.21097 0.43018 1.16351
H 0.88621 2.48221 2.87889
H -0.81267 2.04696 2.54440
H 0.09685 3.08485 1.39855
H -4.63312 -0.46551 -0.32143
H -3.61566 -1.93317 -0.53974
H -3.67635 -0.69079 -1.81191
H -3.99038 1.67552 0.53037
H -3.00390 2.16611 -0.86357
H -2.36974 2.36569 0.78643
H -3.45921 -0.49612 2.12674
H -1.73894 -0.13962 2.44304
H -2.19693 -1.71521 1.74516
C -2.00094 -4.30715 1.35322
C -1.85787 -4.40927 -0.05237
C -2.90678 -4.88608 -0.83868
C -4.14705 -5.16411 -0.22123
C -4.35559 -4.87110 1.12890
C -3.26756 -4.47350 1.91822
Se -0.43755 -4.04212 2.47442
H -1.18843 -3.07553 3.31834
H -0.88850 -4.15344 -0.51831
H -2.76561 -5.04852 -1.91317
H -4.94810 -5.59177 -0.80549
H -5.36462 -4.95633 1.58570
H -3.39206 -4.30302 2.99002
C 2.52597 -3.41126 0.71608
N 3.55482 -2.48234 0.26645
C 4.93818 -2.93336 0.44882
C 3.24733 -1.66876 -0.77645
S 1.65663 -1.66895 -1.45150
N 4.24834 -0.95963 -1.38318
C 5.24862 -0.21082 -0.58363
C 4.12106 -0.49737 -2.77334
H 2.98565 -4.08198 1.43946
H 2.12018 -3.98390 -0.12645
H 1.69812 -2.88826 1.19679
H 5.52047 -2.80168 -0.47097
H 5.42050 -2.39370 1.27180
H 4.90584 -3.99116 0.70870
H 6.25585 -0.56923 -0.83816
H 5.17940 0.85601 -0.83793
H 5.06629 -0.33109 0.49270
H 3.37706 -1.11837 -3.29145
H 3.82226 0.56037 -2.81090
H 5.10787 -0.59999 -3.25959
*
```

For the gap between HOMO and LUMO (alpha / beta), the calculation gives 4.737 / 5.405 eV. The expectation value of S² is 2.037. The HOMO energy (alpha / beta) comes out at -0.56906 / -0.56902 hartree. The calculation puts the relative energy (zero: lowest compared OMol25 entry of this formula, charge and spin) at 27.9 kcal/mol. The value obtained for the lowest unoccupied orbital energy (alpha / beta) is -10.75 / -10.08 eV.